Formula: C39H31AuFN3O6
Source: the Open Molecules 2025 dataset
Level of theory: ωB97M-V/def2-TZVPD

```
81
Properties=species:S:1:pos:R:3:forces:R:3:lowdin_charge:R:1
Au 0.377189 0.575356 -0.465618 -0.2 0.3 0.1 0.94
O -1.192162 0.961345 -1.723815 0.1 0.0 0.0 -0.35
C -2.492876 0.571077 -1.541901 0.0 0.0 0.0 -0.50
C -2.969740 0.612383 -0.036404 0.0 0.0 0.0 -0.05
C -2.458040 -0.540398 0.782679 0.0 0.0 0.0 -0.27
C -3.180079 -1.726345 0.884735 0.0 0.0 0.0 -0.04
C -2.584725 -2.818399 1.492702 0.0 0.0 0.0 -0.07
C -1.281573 -2.705478 1.940664 0.0 0.0 0.0 -0.03
C -0.629234 -1.479251 1.822576 0.0 -0.1 0.0 -0.25
C 0.837374 -1.413944 2.182501 0.0 0.0 0.1 -0.07
C 1.598736 -0.057531 2.152874 0.0 0.0 0.0 -0.51
O 1.916746 0.366521 0.876815 0.0 0.0 -0.1 -0.32
C 0.804199 0.977485 2.972331 0.0 0.0 -0.1 -0.18
C 0.597374 2.253555 2.464361 0.1 0.0 0.0 -0.04
C -0.115425 3.199454 3.188061 0.0 0.0 0.0 -0.09
C -0.627212 2.888470 4.439983 0.0 0.0 0.0 -0.12
C -0.412484 1.620548 4.963776 0.0 0.0 0.0 -0.10
C 0.298833 0.678519 4.234806 0.0 0.0 0.0 -0.05
C 2.974626 -0.282410 2.820921 0.0 0.1 0.0 -0.12
C 3.745778 -1.381921 2.446534 0.0 0.0 0.0 -0.03
C 5.027450 -1.562845 2.939936 0.0 0.0 0.0 -0.09
C 5.577941 -0.639944 3.818497 0.0 0.0 0.0 -0.12
C 4.830983 0.467996 4.185662 0.0 0.0 0.0 -0.10
C 3.544296 0.642897 3.690671 0.0 0.0 0.0 -0.02
N -1.243123 -0.412199 1.319994 0.0 -0.1 0.0 0.14
C -2.735834 -0.858277 -2.073734 -0.1 -0.1 0.0 -0.14
C -1.648246 -1.703003 -2.251121 0.0 0.1 0.1 -0.01
C -1.828549 -3.023087 -2.643282 0.0 0.0 0.0 -0.06
C -3.104379 -3.510962 -2.884174 0.0 0.0 0.0 -0.12
C -4.200474 -2.669258 -2.725748 0.0 0.0 0.0 -0.12
C -4.015663 -1.355106 -2.321318 0.1 0.0 0.0 -0.06
C -3.349156 1.543626 -2.391623 0.0 0.0 0.1 -0.12
C -4.635372 1.976232 -2.084621 0.0 0.0 0.0 -0.06
C -5.329961 2.838169 -2.929369 0.0 0.0 0.0 -0.11
C -4.749697 3.282961 -4.103964 0.0 0.0 0.0 -0.13
C -3.461610 2.863847 -4.419698 0.0 0.0 0.0 -0.09
C -2.771756 2.013725 -3.573587 0.0 0.0 0.0 -0.01
H -4.059614 0.581286 0.004063 0.0 0.0 0.0 0.09
H -2.619803 1.558813 0.379171 0.0 0.0 0.0 0.13
H -4.165326 -1.800391 0.444516 0.0 0.0 0.0 0.10
H -3.115978 -3.760138 1.570150 0.0 0.0 0.0 0.10
H -0.753893 -3.555464 2.355874 0.0 0.0 0.0 0.11
H 1.338231 -2.074564 1.468686 0.0 0.1 0.0 0.11
H 0.955371 -1.869492 3.172380 0.0 0.0 0.0 0.12
H 0.994947 2.478870 1.483606 0.0 0.0 0.0 0.09
H -0.277911 4.184221 2.764718 0.0 0.0 0.0 0.09
H -1.189648 3.625210 5.002429 0.0 0.0 0.0 0.08
H -0.803695 1.362059 5.941667 0.0 0.0 0.0 0.09
H 0.462407 -0.305385 4.660558 0.0 0.0 0.0 0.11
H 3.354886 -2.089691 1.727696 0.0 0.0 0.0 0.10
H 5.608435 -2.417762 2.614484 0.0 0.0 0.0 0.10
H 6.585693 -0.773611 4.194839 0.0 0.0 0.0 0.09
H 5.251526 1.210031 4.855382 0.0 0.0 0.0 0.09
H 2.979794 1.519278 3.981074 0.0 0.0 0.0 0.11
H -0.646254 -1.349837 -2.038712 -0.1 -0.1 -0.1 0.06
H -0.951210 -3.651356 -2.739270 0.0 0.0 0.0 0.10
H -3.248886 -4.540162 -3.194545 0.0 0.0 0.0 0.08
H -5.202542 -3.037832 -2.919078 0.0 0.0 0.0 0.08
H -4.878699 -0.709612 -2.202064 0.0 0.0 0.0 0.10
H -5.121953 1.655016 -1.173241 0.0 0.0 0.0 0.09
H -6.328695 3.162613 -2.657984 0.0 0.0 0.0 0.09
H -5.287265 3.955236 -4.762914 0.0 0.0 0.0 0.08
H -2.986518 3.212455 -5.329575 0.0 0.0 0.0 0.09
H -1.756531 1.709953 -3.788692 0.0 0.0 0.0 0.12
F 1.598214 2.079223 -3.739621 0.0 0.0 0.0 0.06
C 2.512569 1.546111 -2.907857 -0.1 -0.1 0.2 -0.22
C 2.452118 0.244959 -2.565325 0.3 -0.1 -0.4 0.00
N 3.386550 -0.336917 -1.753940 -0.1 0.0 0.1 0.02
C 3.482727 -1.792851 -1.569503 0.0 -0.1 0.0 -0.04
C 2.247753 -2.591279 -2.085581 -0.1 0.3 -0.3 -0.72
O 2.466729 -3.334581 -3.063687 0.1 -0.1 0.1 -0.06
O 1.172882 -2.376338 -1.486190 0.2 -0.2 0.1 -0.07
C 4.325047 0.424170 -1.101902 0.0 0.0 0.0 -0.49
O 5.195021 -0.032088 -0.382088 0.0 0.0 0.0 0.06
N 4.259746 1.780000 -1.374485 0.0 0.0 0.0 0.21
C 3.447916 2.443697 -2.282567 0.0 0.0 0.0 -0.42
O 3.568321 3.644716 -2.474631 0.0 0.0 0.0 0.04
H 1.724280 -0.419851 -3.010311 -0.1 0.0 0.1 0.14
H 3.605606 -1.963280 -0.502025 0.0 0.0 0.0 0.10
H 4.376666 -2.135988 -2.091611 0.0 0.0 0.0 0.12
H 4.926834 2.346749 -0.874995 0.0 0.0 0.0 0.16
```
Forces are in eV/Å.

Summary:
F_max	0.52	eV Å⁻¹
net charge	-2

=====

Formula: C39H31Br2F6O4P
Source: the Open Molecules 2025 dataset
Level of theory: ωB97M-V/def2-TZVPD

```
83
Properties=species:S:1:pos:R:3:forces:R:3:lowdin_charge:R:1
C 4.131844 4.968368 -5.102635 0.4 -0.5 -0.6 -0.18
C 3.990597 3.375369 -5.573117 -1.8 -1.6 3.1 -0.67
Br 4.555954 2.847268 -7.460654 -0.7 0.6 2.3 0.54
C 3.436143 2.332654 -4.666575 1.2 2.8 -2.8 -0.77
Br 2.901722 2.964589 -2.801909 0.5 -0.5 -1.9 0.56
P 3.230777 0.460714 -5.167484 1.0 0.8 -0.4 0.90
C 2.933345 -0.426730 -3.504056 -1.0 0.1 1.7 -0.40
C 3.220699 -2.039361 -3.508100 -0.9 -0.7 -0.5 -0.22
C 3.740905 -2.654715 -4.935109 0.3 -1.7 1.5 -0.19
F 2.555768 -2.899579 -5.800967 2.3 0.9 1.3 -0.16
C 1.683316 0.388041 -6.318119 -2.0 -0.3 0.0 -0.36
C 0.331790 1.022767 -5.565968 0.4 -0.4 -0.9 -0.23
C -0.551423 -0.206442 -4.918776 -0.6 0.3 0.6 -0.09
C -1.496997 0.356257 -3.679687 0.3 -2.0 -0.3 -0.19
F -2.552908 -0.685458 -3.414366 3.0 3.0 -0.4 -0.03
F -0.665326 0.528872 -2.461849 -2.9 -0.2 -3.4 0.00
C -2.319627 1.739396 -4.072950 -1.0 1.0 1.6 -0.15
F -1.442798 2.874399 -3.702956 -3.2 -3.4 -1.8 0.03
F -2.766591 1.765601 -5.496664 1.7 0.2 5.1 0.04
F -3.532660 1.811877 -3.184834 3.9 0.1 -3.3 0.02
H 4.958751 4.978331 -4.266943 -1.9 0.1 -1.4 0.09
H 3.093104 5.407868 -4.752987 2.2 -1.2 -0.5 0.08
H 4.513576 5.668448 -5.965020 -0.7 -1.7 1.5 0.08
H 1.810906 -0.245945 -3.198334 2.2 -0.4 -0.3 0.06
H 3.593247 0.070571 -2.642789 -1.4 -0.8 -2.2 0.08
H 2.172053 -2.564316 -3.284111 2.4 1.0 -0.6 0.12
H 3.934180 -2.401109 -2.632678 -1.3 1.0 -2.0 0.12
H 4.186866 -3.734984 -4.690635 -1.1 2.3 -0.7 0.13
H 4.609016 -2.062490 -5.449459 -2.2 -0.8 0.6 0.11
H 1.872349 0.908768 -7.375730 -0.1 -0.9 2.6 0.09
H 1.422475 -0.744586 -6.590993 0.9 2.3 0.8 0.09
H 0.689296 1.805452 -4.745853 -1.0 -1.7 -1.8 0.09
H -0.295385 1.537861 -6.433421 1.2 -0.9 2.2 0.12
H -1.302292 -0.670224 -5.706595 1.6 1.1 1.6 0.15
H 0.125034 -1.100474 -4.512029 -1.5 2.1 -0.7 0.13
C -2.534534 -1.323388 -0.235330 0.1 -0.3 0.1 -0.06
C -1.638000 -0.436528 0.360248 0.2 -0.2 0.2 -0.06
C -0.533407 -0.924961 1.059946 -0.2 0.2 -0.2 -0.01
C -0.330956 -2.305632 1.174980 -0.3 0.5 -0.2 -0.10
C -1.240713 -3.192411 0.600441 -0.3 0.4 -0.2 -0.09
C -2.339078 -2.700106 -0.116454 0.0 0.3 0.0 0.01
C -1.064242 -4.650571 0.757616 -1.0 -0.9 -0.7 -0.28
O -1.861002 -5.430280 0.250219 0.5 0.4 0.3 0.10
C 0.080580 -5.154851 1.541939 0.3 -0.5 0.3 -0.09
C 0.227715 -6.532845 1.747679 0.3 -0.1 0.2 0.01
C 1.314927 -7.019061 2.476981 -0.3 0.2 -0.2 -0.06
C 2.260793 -6.133949 2.993498 -0.1 0.3 -0.1 -0.06
C 2.113695 -4.760361 2.794848 0.0 -0.3 0.1 0.01
C 1.015805 -4.269539 2.075777 0.4 -0.5 0.3 -0.09
C 0.849900 -2.812994 1.901687 0.8 0.9 0.4 -0.28
O 1.678256 -2.034129 2.359276 -0.4 -0.4 -0.2 0.08
H -3.390371 -0.942716 -0.788463 0.2 -0.1 0.1 0.11
H -1.797344 0.636357 0.278348 0.1 -0.2 0.0 0.11
H 0.165159 -0.226605 1.517879 -0.1 -0.3 -0.1 0.12
H -3.046064 -3.386386 -0.579304 0.3 0.0 0.2 0.12
H -0.504585 -7.230881 1.345079 0.1 0.3 0.0 0.12
H 1.424415 -8.089066 2.639996 0.0 0.2 0.0 0.11
H 3.111687 -6.512892 3.555458 -0.2 0.1 -0.1 0.11
H 2.853512 -4.075073 3.205256 -0.3 0.0 -0.2 0.12
C -0.013041 -0.243948 4.601670 0.0 0.3 0.2 -0.05
C -1.255302 -0.740942 4.208235 -0.2 0.3 0.2 -0.06
C -2.394731 0.057118 4.322555 0.2 -0.2 0.0 0.01
C -2.293698 1.352805 4.843572 0.3 -0.5 -0.1 -0.09
C -1.055599 1.840695 5.259751 0.3 -0.5 -0.2 -0.09
C 0.089622 1.044607 5.127765 -0.1 -0.3 -0.1 0.01
C -0.945148 3.187362 5.856713 1.3 0.5 0.4 -0.28
O 0.142635 3.618055 6.219281 -0.6 -0.2 -0.2 0.10
C -2.165026 4.003363 6.018332 -0.3 0.6 0.2 -0.09
C -2.083702 5.258453 6.635567 -0.3 0.2 0.0 0.01
C -3.230363 6.042360 6.780396 0.3 -0.3 -0.1 -0.06
C -4.456389 5.580711 6.302259 0.1 -0.3 -0.1 -0.06
C -4.541327 4.328425 5.692006 0.0 0.3 0.2 0.01
C -3.394686 3.534204 5.558733 -0.3 0.6 0.2 -0.09
C -3.501382 2.196206 4.944133 -1.3 -0.6 -0.5 -0.28
O -4.579372 1.787775 4.527821 0.6 0.3 0.3 0.10
H 0.876431 -0.862520 4.504041 -0.2 0.1 0.0 0.10
H -1.337225 -1.749851 3.810022 0.0 0.2 0.1 0.11
H -3.360400 -0.335670 4.008550 0.2 0.3 0.1 0.12
H 1.061756 1.423823 5.437908 -0.3 0.0 0.0 0.12
H -1.129757 5.627647 7.008781 -0.2 -0.2 -0.2 0.12
H -3.165897 7.014364 7.264674 0.0 -0.2 -0.1 0.11
H -5.348440 6.194217 6.408433 0.2 -0.1 0.0 0.11
H -5.502810 3.972552 5.325553 0.3 -0.1 0.0 0.12
```
Forces are in eV/Å.

Summary:
SMILES string	C/C(Br)=C(\Br)P(CCCF)CCCC(F)(F)C(F)(F)F.O=C1c2ccccc2C(=O)c2ccccc21.O=C1c2ccccc2C(=O)c2ccccc21
F_max	5.41	eV Å⁻¹

=====

| no. | HOMO-LUMO gap (eV) |
| --- | --- |
| 1 | 6.5 |
| 2 | 7.2 |